# C82H166F18N6O15

12 unconnected molecules or ions with the total composition C82H166F18N6O15 at a distorted geometry (ωB97M-V/def2-TZVPD, the Open Molecules 2025 dataset).

XYZ file:
```
287
Properties=species:S:1:pos:R:3:forces:R:3
C -0.6861 0.7608 -6.7263 1.3 -0.5 0.7
C -1.2092 2.0074 -7.3788 -1.4 0.2 -0.2
C -0.7142 3.3961 -6.8720 1.1 -0.4 -1.3
C -1.3576 4.5603 -7.6748 -0.4 0.0 -0.3
N -0.9603 6.0061 -7.3527 0.3 -1.8 1.8
C -1.3226 6.9435 -8.4255 -1.6 0.9 -1.2
C -0.3472 6.7402 -9.6216 1.1 -1.5 0.6
C 0.9012 5.9995 -8.9204 -1.1 1.4 -0.1
C 0.4975 6.0686 -7.4484 2.1 0.8 0.7
C -1.3984 6.3210 -5.9076 0.2 1.0 -0.5
C -2.8854 6.5274 -5.7213 -0.5 -0.2 -0.2
C -3.2417 7.0610 -4.3031 0.4 -0.9 -0.4
H -1.0387 -0.1287 -7.2550 -0.2 0.2 0.1
H -0.9371 0.6412 -5.6657 -0.2 0.2 -0.2
H 0.4097 0.7153 -6.8115 0.0 0.0 0.1
H -2.3005 1.9023 -7.2906 0.1 0.6 0.0
H -1.0003 1.8668 -8.4343 0.1 0.5 -0.4
H 0.3782 3.3902 -7.0654 -0.4 0.1 0.3
H -0.8521 3.4765 -5.8004 -0.3 0.1 0.2
H -2.4312 4.4648 -7.5580 -0.3 0.3 -0.1
H -1.1408 4.6095 -8.7401 0.0 -1.2 -0.1
H -1.2558 7.9838 -8.0349 0.0 -0.8 -0.1
H -2.3620 6.7293 -8.7064 0.2 0.3 0.1
H 0.0102 7.6850 -10.0454 -0.4 -0.2 0.2
H -0.7148 6.0918 -10.4415 -0.2 0.6 0.6
H 1.7641 6.6278 -9.1378 0.2 -0.3 0.3
H 1.1204 4.9720 -9.2089 -0.3 0.1 -0.3
H 0.7721 7.0223 -6.9554 0.1 -0.3 -0.5
H 0.9826 5.2954 -6.8779 -0.1 -0.3 0.4
H -0.8420 7.2383 -5.6582 -0.2 -0.2 0.1
H -1.0551 5.5169 -5.2748 0.4 -0.3 0.0
H -3.4385 5.5758 -5.8517 0.3 0.4 0.0
H -3.2092 7.1778 -6.5323 -0.3 0.3 0.2
H -3.2204 6.1718 -3.6488 0.1 0.6 0.1
H -4.2647 7.4209 -4.2817 -0.1 0.1 -0.1
H -2.5658 7.8441 -3.9268 -0.2 -0.3 -0.2
C -0.5955 1.8915 -2.6329 0.6 0.0 0.3
C -1.7673 2.8198 -2.5126 -1.1 -0.5 0.3
C -1.5263 4.1546 -1.8111 0.0 -0.1 -0.4
C -1.4431 4.1369 -0.2981 -0.1 -0.8 0.7
N -1.0614 5.4232 0.4114 -0.1 0.0 -0.9
C 0.4438 5.6048 0.3616 0.2 1.0 -2.4
C 1.0933 4.6503 1.2953 0.0 0.9 1.7
C 0.0223 4.6382 2.4452 -0.3 -1.4 -0.2
C -1.2421 5.3135 1.8775 0.2 1.2 2.4
C -1.7211 6.6442 -0.1640 -0.8 1.3 -0.3
C -3.2774 6.7129 -0.2538 0.5 0.0 -0.1
C -3.8647 8.0785 -0.8284 0.7 -1.5 0.5
H 0.2009 2.3408 -3.2510 0.0 -0.1 0.1
H -0.9024 0.9480 -3.0800 -0.1 0.0 -0.1
H -0.2019 1.6793 -1.6373 0.3 -0.2 0.0
H -2.5701 2.2851 -1.9980 -0.1 -0.1 -0.2
H -2.1588 2.9946 -3.5223 -0.1 0.1 0.2
H -2.2955 4.7987 -2.2028 -0.4 0.5 0.3
H -0.6133 4.5008 -2.2428 1.1 0.7 -0.2
H -0.6662 3.4379 0.0253 -0.1 -0.1 -0.1
H -2.3475 3.7655 0.1945 0.0 0.2 -0.4
H 0.5778 6.6731 0.5699 0.3 -0.4 0.5
H 0.7949 5.4950 -0.6750 -0.4 -0.1 0.0
H 2.0346 5.1195 1.6321 -0.3 -0.4 -0.1
H 1.3302 3.6606 0.8755 -0.3 0.4 0.1
H 0.2829 5.0679 3.4231 0.2 -0.1 -0.5
H -0.2610 3.5972 2.6215 0.2 0.1 0.3
H -1.2903 6.3481 2.3088 0.0 -0.6 -0.7
H -2.1337 4.8242 2.2748 -0.2 -0.3 -0.8
H -1.3024 6.8499 -1.1518 0.1 -0.4 -0.1
H -1.3984 7.4804 0.4544 0.1 -0.1 0.2
H -3.6803 6.5582 0.7532 -0.1 0.0 -0.2
H -3.5837 5.8683 -0.8657 -0.4 0.0 0.0
H -3.5349 8.3088 -1.8507 0.0 -0.1 0.4
H -3.5780 8.8718 -0.1453 -0.1 0.3 -0.1
H -4.9541 7.9789 -0.8315 0.2 0.1 0.0
C 1.1982 0.6253 1.4325 -0.1 -0.3 -0.5
C 0.1211 -0.4794 1.1552 0.9 1.3 -0.7
C 0.6093 -1.5313 0.1271 0.1 0.2 0.6
C -0.3428 -2.7092 0.0817 -0.8 -0.7 -0.1
N 0.0897 -3.9300 -0.7207 -0.9 -0.2 0.2
C -1.0961 -4.8938 -0.8958 0.2 0.8 0.5
C -0.4928 -6.2168 -1.3516 0.3 0.4 -0.9
C 0.9584 -6.1623 -0.8247 0.0 0.0 1.0
C 1.0288 -4.8737 0.0333 -0.3 0.3 -0.8
C 0.7059 -3.4560 -1.9781 1.2 -1.2 0.0
C -0.0862 -2.5636 -2.8731 -0.7 0.5 0.7
C 0.5474 -2.4770 -4.2321 0.2 0.5 -1.3
H 1.7933 0.8182 0.5284 -0.3 0.0 0.1
H 1.9409 0.3405 2.1813 -0.1 -0.2 0.1
H 0.7668 1.5762 1.7743 -0.1 -0.4 -0.1
H -0.7774 0.0134 0.7761 0.0 -0.1 -0.1
H -0.1640 -0.8642 2.1111 -0.2 -0.7 0.4
H 1.6223 -1.8579 0.3695 0.1 -0.2 0.1
H 0.6877 -1.0411 -0.8475 -0.1 0.1 0.2
H -1.3172 -2.4720 -0.3754 0.3 0.4 0.3
H -0.5305 -3.1005 1.0818 -0.1 0.0 0.2
H -1.9291 -4.4626 -1.4524 0.3 0.1 -0.4
H -1.4237 -4.9431 0.1441 -0.3 -0.4 0.1
H -0.4974 -6.3979 -2.4477 -0.1 0.5 0.6
H -1.0691 -7.0209 -0.9319 -0.2 -0.4 0.3
H 1.7074 -6.1928 -1.6125 0.0 0.2 0.0
H 1.1506 -7.0216 -0.1912 0.2 -0.1 0.2
H 1.9712 -4.3597 0.0793 0.7 -0.1 0.0
H 0.6132 -4.9792 1.0474 -0.2 -0.1 -0.3
H 1.0023 -4.3152 -2.5734 0.0 -0.4 0.1
H 1.6647 -3.0577 -1.6332 -0.1 0.4 -0.4
H -0.1091 -1.5772 -2.4025 -0.3 0.1 -0.4
H -1.1419 -2.8689 -2.9811 0.4 0.0 0.1
H 0.3482 -3.3391 -4.8877 0.0 0.1 0.4
H 1.6470 -2.3594 -4.2201 -0.5 0.0 0.2
H 0.1111 -1.6012 -4.7464 0.3 -0.3 0.0
C -7.5326 -1.9573 3.2531 0.2 0.4 0.6
C -6.7215 -3.1680 3.6976 1.0 1.0 -0.2
N -5.1836 -2.8998 3.9353 -2.1 -0.7 -0.8
C -4.9672 -1.8979 5.0109 1.6 -0.7 0.6
C -4.5861 -4.2561 4.3026 -0.3 0.8 1.0
C -5.0490 -4.7687 5.6950 0.3 -0.2 -1.1
C -4.5120 -2.4016 2.6813 -0.2 0.4 -0.1
C -4.4403 -3.3686 1.4891 0.1 1.0 0.2
O -5.7460 -3.7311 1.0843 0.5 0.5 0.9
C -5.9560 -4.4373 -0.1037 0.3 -0.1 -0.7
H -7.3056 -1.5502 2.2716 0.2 -0.4 -0.1
H -7.4059 -1.1308 3.9536 0.0 0.0 0.1
H -8.5898 -2.2222 3.2804 0.0 -0.1 -0.1
H -6.7489 -3.9310 2.9300 -0.1 -0.2 0.2
H -7.0471 -3.5057 4.6719 -0.3 -0.1 0.0
H -3.9193 -2.0930 5.3353 -0.5 0.6 -0.3
H -5.5416 -2.1390 5.8901 -0.6 0.0 0.0
H -5.0754 -0.8645 4.6887 -0.1 0.2 -0.4
H -3.5237 -4.0557 4.2104 0.3 -0.6 0.2
H -4.9047 -4.9506 3.5351 0.1 -0.1 -0.1
H -6.1250 -4.9306 5.6796 0.0 -0.1 0.2
H -4.7892 -4.1377 6.5270 0.1 0.4 0.2
H -4.5652 -5.7284 5.8799 -0.1 0.0 -0.2
H -3.5041 -2.1617 3.0173 0.2 -0.1 -0.3
H -4.9669 -1.4248 2.4122 0.1 -0.7 0.2
H -3.7642 -4.1906 1.6883 0.0 -0.7 0.2
H -3.9295 -2.7561 0.7405 -0.2 0.0 -0.3
H -5.7522 -5.5298 0.0394 -0.3 0.7 -0.2
H -5.3474 -4.0465 -0.9610 -0.4 -0.3 0.7
H -7.0173 -4.2135 -0.2908 0.3 -0.6 -0.4
C 4.9019 -2.0125 5.3855 0.0 0.0 -0.2
C 4.3816 -2.6712 4.1311 0.3 -0.9 -0.3
N 3.0315 -3.3717 4.2813 -1.0 0.0 -0.4
C 2.8207 -4.0466 5.6174 -0.4 0.4 0.9
C 2.0040 -2.2654 4.0378 0.3 0.9 0.5
C 0.5701 -2.5676 4.2633 -0.7 -1.9 -0.2
C 2.8073 -4.3727 3.1426 -0.9 0.8 0.3
C 3.4814 -5.6878 3.2724 1.3 -1.4 -0.4
O 2.8199 -6.5444 4.1625 -1.2 -0.5 0.8
C 3.3509 -7.8481 4.3909 0.6 0.6 -0.4
H 4.9799 -2.6951 6.2386 0.1 0.1 -0.3
H 4.2296 -1.2125 5.6444 0.0 0.6 0.4
H 5.9005 -1.6060 5.1645 -0.4 0.0 0.2
H 5.0617 -3.4592 3.8431 0.3 -0.3 -0.2
H 4.3056 -1.9824 3.2611 -0.1 -0.4 0.7
H 2.6936 -3.2507 6.3778 0.2 -0.4 -0.4
H 3.6519 -4.7070 5.9196 -0.2 0.5 -0.6
H 1.9059 -4.6680 5.6555 0.5 0.5 -0.6
H 2.1452 -1.9300 3.0108 0.3 -0.2 -0.1
H 2.2401 -1.4202 4.6914 0.5 -0.2 -0.1
H 0.2730 -3.4960 3.7316 -0.2 0.5 0.2
H -0.0186 -1.7720 3.8039 0.0 0.0 0.5
H 0.3306 -2.7427 5.3208 -0.1 0.5 -0.3
H 3.0679 -3.8208 2.2284 0.3 -0.3 0.1
H 1.7185 -4.5749 3.1109 0.5 0.2 0.1
H 4.5260 -5.6562 3.5911 0.3 0.5 -0.1
H 3.5057 -6.1164 2.2593 0.0 0.0 0.1
H 3.2953 -8.4875 3.5093 0.0 0.1 -0.3
H 2.8128 -8.3556 5.1846 -0.4 0.4 0.1
H 4.3979 -7.7858 4.7099 0.1 0.0 -0.1
C 5.4468 0.5596 -2.4970 -2.2 -0.5 -0.1
C 3.8685 0.9054 -2.6115 0.3 -0.4 -0.4
C 3.3761 1.7689 -1.4207 0.9 -0.1 0.0
C 4.0669 3.1420 -1.3479 -0.7 0.1 -0.7
C 3.6104 3.9448 -2.6116 0.3 -1.3 0.9
C 4.0677 3.2605 -3.9039 -0.2 0.0 -1.9
N 3.6761 1.6982 -3.9535 3.1 3.4 7.3
O 3.3175 1.2096 -4.8904 -1.8 -2.3 -5.0
C 5.6034 3.4192 -4.1664 -0.4 -0.3 -0.6
C 3.2387 3.8145 -5.1226 1.2 0.0 1.8
C 2.9823 -0.3579 -2.7886 0.2 1.0 1.0
H 5.3421 -0.2403 -1.7599 0.5 0.0 0.1
H 6.1173 1.3274 -2.1116 -0.3 0.0 -0.2
H 5.7649 0.1017 -3.4395 0.2 0.2 0.2
H 3.6146 1.1543 -0.5353 0.0 0.2 -0.3
H 2.2824 1.8884 -1.4325 0.3 -0.1 -0.2
H 5.1637 3.1020 -1.2555 -0.4 -0.2 -0.2
H 3.7457 3.6724 -0.4561 -0.2 0.0 0.1
H 4.0728 4.9253 -2.5574 -0.1 0.3 -0.4
H 2.5073 4.0411 -2.6201 0.4 0.0 0.1
H 5.7735 4.3718 -4.7020 -0.3 -0.5 0.1
H 5.9993 2.5948 -4.7795 -0.2 0.3 0.0
H 6.2420 3.4650 -3.2972 -0.2 -0.1 0.6
H 2.2071 3.5145 -4.9308 -0.1 0.1 -0.6
H 3.6927 3.5470 -6.0756 -0.4 -0.1 0.0
H 3.3588 4.8748 -4.9304 -0.3 0.4 -0.5
H 2.9014 -0.8672 -1.7991 0.4 0.0 -0.7
H 3.3299 -1.0128 -3.5877 0.0 -0.1 0.3
H 1.9773 0.0329 -2.9946 0.0 -0.4 -0.2
C -0.6143 3.4609 7.7909 2.7 2.1 -1.4
O 0.4278 2.5141 7.2853 0.1 0.6 0.8
O -0.5990 3.5845 9.0031 -1.0 -0.4 2.1
C -0.0457 5.0019 7.0983 -2.6 -0.9 0.8
F -0.0077 4.9241 5.7071 0.9 0.8 0.3
F -1.0964 5.9853 7.3031 1.8 -1.0 -0.2
F 1.0861 5.5013 7.6276 -0.9 0.0 -1.1
C 0.1023 1.9516 6.0779 -1.3 1.0 0.3
C 1.0017 0.8309 5.8217 1.3 -1.8 -0.6
H 0.7057 0.3449 4.8868 -0.1 -0.2 0.0
H 2.0716 1.0755 5.6910 -0.4 0.3 0.3
H 0.9361 0.0962 6.6486 0.0 0.3 -0.4
H 0.0979 2.7227 5.2996 0.1 -0.3 -0.5
H -0.9406 1.5901 6.1640 0.0 -0.2 -0.4
H -1.4844 3.2884 7.1439 -0.8 -0.2 0.0
C -1.1112 -6.1787 2.9249 -0.9 1.0 1.8
O -2.3080 -6.8048 2.4332 -0.3 0.2 -0.8
O -1.0568 -4.8404 2.7089 0.0 -2.5 0.4
C -1.1830 -6.6575 4.5272 2.1 1.2 -1.9
F -0.0651 -6.1239 5.1242 -0.6 -0.2 0.3
F -2.2433 -6.2213 5.1844 -0.4 0.0 0.3
F -1.0733 -8.0097 4.7145 -0.3 0.7 -0.1
C -2.1208 -8.1093 1.8935 0.7 0.6 1.1
C -3.3945 -8.5521 1.2290 -0.1 -1.9 0.2
H -3.2373 -9.6236 1.0358 -0.1 0.0 -0.1
H -4.2191 -8.5573 1.9568 0.2 0.4 -0.3
H -3.7221 -8.1687 0.2601 0.3 0.7 0.3
H -1.8355 -8.7912 2.7423 -0.6 0.2 -0.8
H -1.2105 -8.0869 1.2683 -0.4 -0.1 -0.4
H -0.2678 -6.7932 2.5850 0.5 0.1 -0.4
C 4.4684 -3.2851 -0.7176 0.7 -3.2 0.8
O 3.7788 -3.8698 -1.8578 0.2 0.4 0.1
O 3.6441 -2.7478 0.0740 -0.1 1.2 0.4
C 5.1133 -4.7783 -0.0100 -0.5 2.4 1.1
F 6.2187 -5.2028 -0.6311 -0.3 -0.9 -0.4
F 5.5655 -4.6550 1.3294 -1.2 -0.1 -1.4
F 4.0876 -5.7038 -0.0033 1.6 0.2 0.1
C 4.6367 -4.1692 -2.9251 0.9 0.8 2.3
C 3.8573 -4.5983 -4.0482 0.2 -0.8 -2.0
H 3.2508 -5.4512 -3.7610 -0.1 -0.2 -0.2
H 3.2336 -3.8104 -4.4589 0.0 0.0 -0.2
H 4.6745 -4.9122 -4.7283 -1.0 -0.1 -0.6
H 5.3574 -4.9493 -2.6559 0.0 0.0 0.0
H 5.2142 -3.2627 -3.1086 0.4 0.2 -0.5
H 5.4252 -2.8179 -1.1202 -0.7 0.3 0.4
C 8.0686 2.0729 3.8933 -1.1 -3.0 1.7
O 6.7568 1.9004 3.1539 -0.4 0.2 0.0
O 8.5000 3.1909 3.7291 1.5 3.0 -0.1
C 7.6597 1.5976 5.4306 -0.6 0.2 -0.9
F 8.6133 1.7940 6.3544 0.0 0.1 -0.1
F 6.5314 2.1740 5.8838 0.1 -0.1 0.2
F 7.4138 0.2202 5.4501 0.1 0.5 0.1
C 6.4225 0.6422 2.7081 -0.4 -0.4 0.6
C 5.3630 0.7709 1.6074 0.6 -0.4 -1.0
H 5.0641 -0.1908 1.1373 0.3 0.2 0.3
H 4.4411 1.2107 1.9723 -0.1 0.3 0.4
H 5.7615 1.4325 0.8170 -0.1 -0.1 0.1
H 5.9443 0.0424 3.5128 0.3 0.0 -0.1
H 7.3724 0.1408 2.4432 -0.5 -0.4 -0.5
H 8.7015 1.1681 3.6790 0.1 -0.2 -0.9
C -3.6279 -0.7084 -3.6039 -0.1 -2.4 1.4
O -4.3898 -1.6100 -4.4243 -1.2 -0.8 0.8
O -3.6538 0.4841 -4.0194 1.0 1.2 0.1
C -4.2348 -1.0006 -2.1118 1.4 0.4 -1.9
F -3.7846 -2.2246 -1.6115 -0.3 0.7 -0.2
F -3.6947 -0.0458 -1.3324 -0.3 -0.2 0.8
F -5.5454 -0.9976 -2.0041 -0.5 0.1 0.4
C -3.6934 -2.2354 -5.4491 -0.4 0.8 0.6
C -4.6544 -3.1073 -6.2103 0.5 -0.4 -1.0
H -4.1903 -3.3265 -7.1873 -0.2 -0.2 0.2
H -4.8559 -4.0684 -5.7131 0.0 0.4 0.0
H -5.5942 -2.5981 -6.4260 0.1 0.1 0.2
H -2.8697 -2.7976 -5.0310 0.5 -0.6 0.1
H -3.2489 -1.4197 -6.0064 0.2 0.1 -1.0
H -2.6510 -1.3424 -3.4025 -0.1 1.2 -0.7
C -3.7725 1.7127 3.8180 2.7 -0.9 -1.6
O -3.7955 3.1469 3.7132 -0.4 0.6 1.0
O -4.8412 1.0584 3.6820 -0.8 -0.4 0.7
C -2.7009 1.3425 2.4719 -1.1 0.2 3.2
F -1.4244 1.6216 2.8771 0.4 -0.1 -0.5
F -2.7311 0.0119 2.1942 0.1 0.4 -0.3
F -2.8847 2.0157 1.3325 -0.1 0.0 -0.8
C -3.7479 3.7282 5.0351 0.4 0.1 -0.4
C -3.7658 5.2253 4.9092 0.4 -0.4 -0.2
H -4.7048 5.5492 4.4807 -0.2 0.3 0.0
H -3.5765 5.6472 5.8902 -0.1 0.3 0.1
H -2.9357 5.5045 4.2559 -0.1 0.3 0.0
H -2.8101 3.4385 5.5209 -0.1 -0.1 0.0
H -4.5598 3.4177 5.7009 -0.2 -0.3 -0.4
H -3.0174 1.5372 4.7016 -1.1 -0.3 -0.9
```
Positions in Å, forces in eV/Å.

- net charge = 0
- frontier orbital gap (eV) = 1.36
- DFT total energy (eV) = -176275.622
- LUMO (eV) = -3.8
- HOMO (eV) = -5.1
- 2S+1 = 1